Entry 1:
Below is a molecular structure, C44H55BaClN5O4P2S5Sb at a distorted geometry, with properties calculated with ωB97M-V with the def2-TZVPD basis set.

HOMO-LUMO gap, eV: 4.94
Charge: -2
HOMO energy, eV: -1.5
LUMO, eV: 3.417
2S+1: 1

Each line ends with the Mulliken charge.
Atoms and positions in Å:
1 Ba -0.515 -1.136 2.410  0.50
2 S 1.078 -6.470 3.290  -0.76
3 Sb 0.596 -4.336 4.057  0.19
4 S -1.513 -3.825 3.035  -0.80
5 S 2.058 -2.795 2.552  -0.64
6 C -0.315 2.745 -6.454  -0.47
7 S 0.013 4.484 -6.051  -0.18
8 C 1.063 4.253 -4.583  -0.92
9 C 0.360 3.545 -3.439  1.13
10 C 1.346 3.246 -2.305  -1.06
11 N 0.816 2.433 -1.218  -0.27
12 P 0.816 0.689 -1.234  1.34
13 C 2.351 0.422 -2.284  -0.44
14 C 2.427 0.479 -3.678  0.22
15 C 3.625 0.250 -4.338  -0.73
16 C 4.774 -0.050 -3.616  -0.61
17 C 4.710 -0.137 -2.234  -0.63
18 C 3.507 0.089 -1.579  -0.83
19 C -0.415 0.158 -2.511  0.58
20 C -1.569 0.888 -2.788  -0.18
21 C -2.516 0.401 -3.677  -0.66
22 C -2.345 -0.841 -4.273  -0.76
23 C -1.225 -1.599 -3.964  -0.77
24 C -0.269 -1.099 -3.093  0.18
25 P -0.249 3.200 -0.030  -0.08
26 C 0.457 4.957 -0.101  -0.20
27 C -0.442 5.920 -0.554  -0.34
28 C -0.119 7.271 -0.555  -0.81
29 C 1.118 7.682 -0.084  -0.42
30 C 2.024 6.737 0.381  -0.68
31 C 1.696 5.390 0.376  0.27
32 C 0.605 2.794 1.555  1.43
33 C -0.072 3.126 2.726  -1.01
34 C 0.524 2.929 3.961  -0.41
35 C 1.789 2.365 4.046  -0.76
36 C 2.458 2.005 2.886  -0.76
37 C 1.874 2.229 1.647  -0.48
38 H -0.689 2.720 -7.475  0.40
39 H -1.060 2.323 -5.781  0.07
40 H 0.616 2.183 -6.387  0.10
41 H 1.377 5.257 -4.293  0.43
42 H 1.943 3.689 -4.903  0.27
43 H -0.057 2.602 -3.788  -0.59
44 H -0.462 4.161 -3.064  0.11
45 H 1.700 4.193 -1.895  0.41
46 H 2.214 2.742 -2.729  0.45
47 H 1.536 0.707 -4.252  0.43
48 H 3.665 0.307 -5.420  0.41
49 H 5.710 -0.228 -4.132  0.36
50 H 5.596 -0.390 -1.663  0.44
51 H 3.443 -0.005 -0.499  0.46
52 H -1.729 1.829 -2.278  0.40
53 H -3.404 0.987 -3.886  0.43
54 H -3.092 -1.227 -4.956  0.40
55 H -1.102 -2.589 -4.387  0.35
56 H 0.606 -1.692 -2.858  -0.35
57 H -1.419 5.595 -0.897  0.40
58 H -0.836 8.003 -0.908  0.39
59 H 1.375 8.735 -0.066  0.37
60 H 2.990 7.052 0.761  0.40
61 H 2.404 4.660 0.749  0.40
62 H -1.082 3.519 2.662  0.29
63 H -0.008 3.199 4.866  0.32
64 H 2.248 2.190 5.011  0.40
65 H 3.436 1.542 2.946  0.40
66 H 2.409 1.965 0.745  0.73
67 Cl -1.463 0.743 0.383  -0.41
68 O -3.450 1.870 3.804  -0.72
69 N -3.591 0.747 4.400  0.73
70 C -4.247 -0.290 3.813  -0.78
71 C -4.421 -1.490 4.468  -0.57
72 C -3.942 -1.667 5.756  -0.26
73 C -3.265 -0.609 6.342  -0.44
74 C -3.096 0.570 5.653  -0.21
75 H -4.611 -0.127 2.808  0.81
76 H -4.939 -2.281 3.943  0.35
77 H -4.066 -2.609 6.270  0.40
78 H -2.850 -0.696 7.337  0.37
79 H -2.553 1.415 6.046  0.36
80 C 0.551 0.283 6.629  -0.92
81 C 0.964 -0.441 5.347  0.51
82 N 2.145 -0.945 5.235  -0.66
83 O 0.082 -0.491 4.413  0.20
84 H 1.236 0.060 7.447  0.45
85 H -0.463 -0.003 6.909  -0.10
86 H 0.563 1.359 6.437  0.16
87 H 2.703 -0.822 6.070  0.09
88 H 2.273 -2.018 3.641  0.32
89 N -0.650 -3.886 -0.693  -0.45
90 C 0.482 -4.088 -0.559  0.17
91 N 1.798 -4.205 -0.452  0.30
92 C 2.391 -5.313 0.296  0.25
93 C 2.598 -6.493 -0.637  -0.54
94 O 3.368 -6.137 -1.792  -0.41
95 C 2.769 -5.070 -2.505  -0.62
96 C 2.598 -3.842 -1.616  0.33
97 H 1.762 -5.599 1.145  -0.44
98 H 3.348 -4.964 0.688  0.26
99 H 1.621 -6.882 -0.958  0.30
100 H 3.149 -7.286 -0.134  0.36
101 H 1.779 -5.375 -2.877  0.30
102 H 3.420 -4.857 -3.355  0.42
103 H 2.124 -3.028 -2.163  -0.47
104 H 3.574 -3.503 -1.260  0.18
105 O -5.365 -1.572 1.086  -0.82
106 S -3.998 -2.172 0.952  1.19
107 C -4.283 -3.962 0.735  -0.92
108 C -4.818 -4.084 -0.681  -0.80
109 C -3.807 -3.322 -1.531  -0.42
110 C -3.551 -1.991 -0.826  -0.07
111 H -4.976 -4.274 1.515  0.41
112 H -3.314 -4.448 0.877  0.33
113 H -5.796 -3.596 -0.734  0.30
114 H -4.931 -5.120 -1.005  0.40
115 H -4.151 -3.172 -2.558  0.31
116 H -2.876 -3.882 -1.562  0.17
117 H -4.176 -1.173 -1.182  0.50
118 H -2.504 -1.692 -0.867  -0.45



Entry 2:
Below is a molecular structure, C44H55F33O22 at a distorted geometry, with properties calculated with ωB97M-V with the def2-TZVPD basis set.

HOMO-LUMO gap, eV: 9.36
HOMO energy, eV: -9.3
LUMO, eV: 0.030
2S+1: 1
Relative energy (zero: lowest compared OMol25 entry of this formula, charge and spin), kJ/mol: 5305.9

Each line ends with the Mulliken charge.
Atoms and positions in Å:
1 C -2.478 -1.660 3.328  1.26
2 C -2.749 -3.102 3.087  -1.71
3 O -2.111 -3.603 1.909  0.59
4 C -2.434 -4.851 1.434  0.03
5 O -3.313 -5.640 1.813  -0.66
6 C -1.554 -5.209 0.174  1.15
7 F -2.380 -5.502 -0.840  -0.26
8 F -0.794 -4.229 -0.152  0.39
9 F -0.790 -6.295 0.424  -0.34
10 H -1.421 -1.411 3.423  -0.84
11 H -3.034 -1.390 4.226  -0.02
12 H -2.797 -0.952 2.563  -0.24
13 H -3.804 -3.374 3.057  0.73
14 H -2.382 -3.657 3.950  0.48
15 C -1.541 4.046 -2.376  -0.62
16 C -1.281 5.504 -2.822  -0.65
17 O -0.176 6.010 -2.042  -0.35
18 C 1.123 5.542 -2.241  0.48
19 O 1.517 4.721 -3.001  -0.51
20 C 2.118 6.227 -1.329  0.99
21 F 3.073 6.878 -2.010  -0.28
22 F 1.529 7.136 -0.598  -0.29
23 F 2.719 5.224 -0.596  0.03
24 H -1.269 3.831 -1.342  0.28
25 H -1.133 3.353 -3.112  0.46
26 H -2.604 3.829 -2.480  0.56
27 H -2.161 6.105 -2.590  0.29
28 H -1.068 5.706 -3.871  0.33
29 C 1.928 -1.944 4.214  -1.61
30 C 1.130 -2.337 2.926  1.29
31 O 1.712 -3.392 2.236  -0.49
32 C 1.037 -4.444 1.913  0.53
33 O -0.160 -4.646 2.156  -0.59
34 C 1.879 -5.474 1.150  0.79
35 F 2.576 -6.190 1.990  -0.36
36 F 1.141 -6.220 0.392  -0.20
37 F 2.686 -4.843 0.361  -0.17
38 H 2.969 -1.748 3.958  0.35
39 H 1.803 -2.565 5.101  0.49
40 H 1.603 -0.981 4.607  0.20
41 H 1.014 -1.479 2.264  0.31
42 H 0.125 -2.543 3.293  -0.46
43 C -5.919 4.309 3.008  -1.47
44 C -4.988 3.144 2.860  0.13
45 O -3.721 3.307 2.181  -0.09
46 C -3.671 3.675 0.907  -0.15
47 O -4.663 3.756 0.220  -0.63
48 C -2.257 3.987 0.337  1.56
49 F -2.296 5.212 -0.191  -0.26
50 F -1.326 4.040 1.240  -0.14
51 F -1.998 3.102 -0.615  -0.44
52 H -5.866 5.034 2.196  0.35
53 H -5.809 4.821 3.964  0.37
54 H -6.925 3.901 3.112  0.39
55 H -5.472 2.307 2.357  0.06
56 H -5.025 2.766 3.882  0.46
57 C 3.028 3.927 0.434  -1.18
58 C 2.866 2.961 1.583  -0.90
59 O 3.614 1.797 1.369  0.90
60 C 4.957 1.664 1.494  0.45
61 O 5.707 2.581 1.751  -0.54
62 C 5.466 0.275 1.154  0.70
63 F 4.545 -0.538 0.598  -0.10
64 F 6.593 0.332 0.399  -0.31
65 F 5.846 -0.276 2.308  -0.31
66 H 2.806 3.461 -0.525  -0.96
67 H 4.049 4.274 0.275  0.19
68 H 2.508 4.867 0.618  0.38
69 H 1.835 2.635 1.720  0.69
70 H 3.104 3.484 2.509  0.94
71 C 0.137 -3.664 -1.431  -0.40
72 C 0.902 -3.360 -2.729  -0.17
73 O 0.379 -3.885 -3.957  -0.35
74 C 0.461 -5.146 -4.189  0.38
75 O 1.076 -6.010 -3.482  -0.61
76 C -0.347 -5.546 -5.438  0.89
77 F 0.314 -5.248 -6.591  -0.28
78 F -0.531 -6.884 -5.392  -0.25
79 F -1.497 -4.875 -5.444  -0.19
80 H -0.909 -3.377 -1.541  0.08
81 H 0.570 -3.220 -0.535  0.13
82 H 0.169 -4.747 -1.309  0.66
83 H 1.926 -3.734 -2.731  0.98
84 H 0.911 -2.273 -2.812  -1.55
85 C -4.451 -0.075 1.212  -0.44
86 C -4.713 -0.002 -0.291  -0.52
87 O -4.262 -1.183 -0.948  -0.43
88 C -3.108 -1.278 -1.628  0.22
89 O -2.351 -0.294 -1.724  -0.49
90 C -2.846 -2.686 -2.266  0.91
91 F -2.314 -3.496 -1.429  -0.22
92 F -3.971 -3.245 -2.667  -0.34
93 F -2.061 -2.613 -3.341  -0.16
94 H -5.141 0.654 1.637  0.43
95 H -3.455 0.261 1.497  0.33
96 H -4.737 -1.006 1.703  0.36
97 H -4.265 0.904 -0.699  -0.04
98 H -5.779 0.115 -0.485  0.64
99 C 4.249 1.721 -1.678  -1.05
100 C 3.098 0.914 -2.101  -1.14
101 O 2.575 0.140 -1.004  1.20
102 C 2.830 -1.139 -0.850  0.24
103 O 3.522 -1.818 -1.625  -0.65
104 C 2.281 -1.741 0.513  0.33
105 F 3.261 -2.259 1.264  -0.44
106 F 1.657 -0.823 1.228  -0.26
107 F 1.494 -2.747 0.183  0.32
108 H 3.838 2.411 -0.941  0.12
109 H 4.710 2.258 -2.507  0.54
110 H 5.070 1.130 -1.273  0.03
111 H 3.366 0.262 -2.933  -1.07
112 H 2.243 1.455 -2.507  1.78
113 C 3.691 -1.432 -4.790  -0.93
114 C 2.717 -0.285 -4.734  -0.29
115 O 1.725 -0.610 -3.758  -0.18
116 C 0.741 0.226 -3.503  0.27
117 O 0.752 1.408 -3.798  -0.61
118 C -0.549 -0.391 -2.900  0.78
119 F -1.617 0.442 -3.124  -0.27
120 F -0.795 -1.549 -3.498  -0.01
121 F -0.365 -0.586 -1.575  0.54
122 H 3.206 -2.356 -5.104  0.23
123 H 4.228 -1.510 -3.845  0.14
124 H 4.500 -1.148 -5.462  0.50
125 H 2.291 -0.183 -5.732  0.40
126 H 3.221 0.658 -4.525  0.34
127 C 1.006 2.492 -0.702  1.75
128 C -0.380 1.801 -0.817  -0.70
129 O -0.274 0.486 -0.341  1.15
130 C -1.094 0.002 0.611  -1.06
131 O -1.883 0.698 1.249  0.23
132 C -0.961 -1.495 0.850  0.55
133 F -2.193 -1.971 0.958  -0.30
134 F -0.374 -2.125 -0.182  0.32
135 F -0.311 -1.645 2.004  0.79
136 H 1.307 2.677 0.329  -0.34
137 H 0.962 3.492 -1.133  -0.74
138 H 1.792 2.046 -1.312  -1.17
139 H -0.699 1.721 -1.856  0.07
140 H -1.106 2.440 -0.315  -0.86
141 C -2.040 1.582 3.926  -2.23
142 C -1.345 0.217 3.532  1.36
143 O 0.053 0.168 3.925  -0.31
144 C 0.958 0.852 3.301  0.44
145 O 0.827 1.336 2.198  -0.02
146 C 2.288 1.007 4.073  -0.18
147 F 2.758 2.244 3.853  -0.25
148 F 2.134 0.841 5.418  -0.35
149 F 3.144 0.120 3.629  -0.03
150 H -3.104 1.420 4.098  0.50
151 H -1.860 2.360 3.184  0.29
152 H -1.629 1.985 4.852  0.46
153 H -1.339 0.006 2.462  -0.72
154 H -1.915 -0.517 4.102  -0.55



Entry 3:
Below is 11 unconnected molecules or ions with the total composition C44H55F33O22 at a distorted geometry, with properties calculated with ωB97M-V with the def2-TZVPD basis set.

HOMO-LUMO gap (alpha / beta), eV: 6.79 / 2.18
Charge: +1
HOMO energy (alpha / beta), eV: -12.5 / -12.5
Expectation value of S²: 0.760
LUMO (alpha / beta), eV: -5.757 / -10.364
2S+1: 2
Relative energy (zero: lowest compared OMol25 entry of this formula, charge and spin), kJ/mol: 0.0

Each line ends with the Mulliken spin population.
Atoms and positions in Å:
1 C -7.057 6.452 -2.224  0.00
2 C -6.593 5.137 -1.619  0.00
3 O -5.288 5.406 -1.069  0.00
4 C -5.118 5.280 0.283  0.00
5 O -5.930 4.832 1.103  0.00
6 C -3.617 5.507 0.759  0.00
7 F -3.456 6.499 1.658  0.00
8 F -3.182 4.347 1.274  0.00
9 F -2.745 5.770 -0.246  0.00
10 H -7.182 7.182 -1.424  0.00
11 H -7.996 6.595 -2.760  0.00
12 H -6.299 6.795 -2.928  0.00
13 H -6.448 4.415 -2.423  0.00
14 H -7.360 4.776 -0.933  0.00
15 C -0.733 -2.658 -4.208  0.00
16 C 0.739 -2.393 -4.415  0.00
17 O 0.888 -1.167 -3.804  0.00
18 C 2.087 -0.550 -3.735  0.00
19 O 3.210 -0.988 -4.041  0.00
20 C 1.977 0.927 -3.205  0.00
21 F 0.903 1.162 -2.485  0.00
22 F 3.103 1.201 -2.521  0.00
23 F 1.862 1.781 -4.217  0.00
24 H -1.026 -3.565 -4.737  0.00
25 H -1.324 -1.829 -4.597  0.00
26 H -1.074 -2.732 -3.175  0.00
27 H 0.925 -2.208 -5.473  0.00
28 H 1.393 -3.228 -4.167  0.00
29 C 1.692 -1.787 0.834  0.00
30 C 0.424 -1.414 0.108  0.00
31 O 0.110 -0.073 0.117  0.00
32 C -1.027 0.346 -0.478  0.00
33 O -1.779 -0.397 -1.095  0.00
34 C -1.364 1.808 -0.017  0.00
35 F -2.205 1.701 1.045  0.00
36 F -0.254 2.515 0.317  0.00
37 F -1.849 2.490 -1.076  0.00
38 H 1.818 -1.384 1.839  0.00
39 H 2.606 -1.552 0.290  0.00
40 H 1.726 -2.873 0.747  0.00
41 H -0.388 -2.043 0.475  0.00
42 H 0.518 -1.760 -0.921  0.00
43 C 4.253 -4.789 -2.605  0.00
44 C 4.102 -4.099 -1.271  0.00
45 O 5.237 -4.342 -0.436  0.00
46 C 5.402 -3.865 0.852  0.00
47 O 4.790 -2.932 1.352  0.00
48 C 6.512 -4.612 1.676  0.00
49 F 6.228 -5.879 1.679  0.00
50 F 7.692 -4.335 1.043  0.00
51 F 6.574 -4.301 3.038  0.00
52 H 4.533 -5.831 -2.448  0.00
53 H 5.066 -4.396 -3.215  0.00
54 H 3.325 -4.661 -3.162  0.00
55 H 3.233 -4.504 -0.752  0.00
56 H 3.895 -3.037 -1.402  0.00
57 C 5.800 -3.303 6.130  0.00
58 C 4.349 -3.274 5.641  0.00
59 O 4.143 -4.362 4.724  0.00
60 C 2.983 -4.565 4.153  0.00
61 O 1.968 -3.958 4.435  0.00
62 C 2.916 -5.812 3.173  0.00
63 F 3.993 -6.574 3.255  0.00
64 F 1.812 -6.522 3.211  0.00
65 F 2.901 -5.354 1.913  0.00
66 H 6.547 -3.032 5.384  0.00
67 H 5.986 -4.298 6.537  0.00
68 H 5.944 -2.648 6.989  0.00
69 H 4.161 -2.308 5.172  0.00
70 H 3.656 -3.411 6.472  0.00
71 C -0.601 -6.966 0.814  0.00
72 C -0.287 -5.497 0.344  0.00
73 O -1.380 -4.887 -0.296  0.00
74 C -2.335 -4.235 0.418  0.00
75 O -2.221 -3.955 1.564  0.00
76 C -3.539 -3.608 -0.423  0.00
77 F -4.710 -4.293 -0.084  0.00
78 F -3.776 -2.310 -0.197  0.00
79 F -3.265 -3.730 -1.701  0.00
80 H -1.569 -6.990 1.314  0.00
81 H 0.125 -7.374 1.517  0.00
82 H -0.741 -7.683 0.005  0.00
83 H 0.642 -5.352 -0.209  0.00
84 H -0.119 -4.954 1.275  0.00
85 C -3.652 5.967 -4.815  0.00
86 C -3.161 5.229 -3.571  0.00
87 O -2.435 4.098 -3.963  0.00
88 C -2.973 2.968 -4.394  0.00
89 O -4.184 2.855 -4.527  0.00
90 C -1.990 1.830 -4.732  0.00
91 F -1.728 1.271 -3.558  0.00
92 F -2.515 0.906 -5.594  0.00
93 F -0.908 2.372 -5.380  0.00
94 H -4.370 5.310 -5.307  0.00
95 H -2.828 6.213 -5.485  0.00
96 H -4.129 6.933 -4.651  0.00
97 H -3.997 4.875 -2.967  0.00
98 H -2.553 5.884 -2.946  0.00
99 C -8.745 2.081 2.047  0.00
100 C -8.509 1.441 0.647  0.00
101 O -7.097 1.368 0.325  0.00
102 C -6.731 1.291 -0.985  0.00
103 O -7.559 1.409 -1.893  0.00
104 C -5.237 0.962 -1.227  0.00
105 F -4.616 0.397 -0.154  0.00
106 F -5.125 0.085 -2.261  0.00
107 F -4.645 2.147 -1.438  0.00
108 H -8.156 2.997 2.090  0.00
109 H -8.431 1.369 2.811  0.00
110 H -9.771 2.382 2.260  0.00
111 H -9.000 2.144 -0.026  0.00
112 H -8.929 0.440 0.543  0.00
113 C -1.936 -1.469 3.551  0.00
114 C -0.543 -2.048 3.939  0.00
115 O 0.086 -0.804 4.175  0.00
116 C 0.715 -0.558 5.316  0.00
117 O 0.705 -1.265 6.333  0.00
118 C 1.355 0.880 5.305  0.00
119 F 2.636 0.814 5.014  0.00
120 F 0.822 1.685 4.420  0.00
121 F 1.241 1.443 6.487  0.00
122 H -2.595 -2.322 3.385  0.00
123 H -1.936 -0.982 2.576  0.00
124 H -2.282 -0.764 4.308  0.00
125 H -0.130 -2.550 3.064  0.00
126 H -0.711 -2.712 4.786  0.00
127 C 5.644 -0.284 -1.437  0.00
128 C 7.121 -0.327 -1.865  0.00
129 O 7.254 -1.498 -2.649  0.00
130 C 8.132 -1.549 -3.794  0.00
131 O 8.820 -0.665 -4.188  0.00
132 C 8.141 -2.929 -4.465  0.00
133 F 7.670 -2.734 -5.692  0.00
134 F 9.397 -3.427 -4.606  0.00
135 F 7.398 -3.846 -3.775  0.00
136 H 5.056 -0.306 -2.355  0.00
137 H 5.422 0.654 -0.930  0.00
138 H 5.296 -1.067 -0.763  0.00
139 H 7.766 -0.396 -0.989  0.00
140 H 7.421 0.563 -2.418  0.00
141 C 1.626 4.007 2.081  0.01
142 C 0.582 5.039 1.684  0.04
143 O 0.350 6.073 2.654  0.16
144 C -0.212 7.323 2.312  -0.09
145 O -0.660 7.559 1.160  0.81
146 C -0.227 8.367 3.491  0.04
147 F -1.474 8.605 3.704  0.01
148 F 0.303 7.902 4.599  0.02
149 F 0.334 9.484 3.041  0.01
150 H 2.584 4.519 2.173  0.00
151 H 1.662 3.114 1.458  0.00
152 H 1.570 3.689 3.122  0.01
153 H -0.315 4.496 1.387  -0.02
154 H 0.972 5.575 0.818  0.01



For reference, electronic energy by record: -5684.15071, -6658.67279, -6660.09894 a.u..